Molecular formula: C36H38BrIKN7O3S2
Method: DFT, ωB97M-V/def2-TZVPD

E_HOMO (eV): -6.99
Kohn-Sham gap (eV): 7.2
LUMO energy (hartree): 0.008

Last column: Löwdin charge in e.
Cartesian coordinates (Å):
1 I -3.22987 0.89084 -0.67589  1.0817
2 Br -4.39503 3.89289 0.76008  0.7564
3 K -0.02833 0.34608 0.78854  0.6093
4 S -0.46468 -2.47302 1.78724  0.5516
5 S 5.00385 0.93247 -0.94730  1.0711
6 O -1.30035 -3.60599 2.13868  -0.3181
7 O -0.82032 -1.23992 2.50856  -0.4498
8 O -0.18930 2.72466 0.35906  -0.1587
9 N -0.06816 4.77458 -0.61166  -0.1408
10 N -0.24413 -2.17841 0.28766  -0.2070
11 N 1.79968 1.30766 2.92120  0.1505
12 N 2.48859 0.29912 -0.85319  0.0866
13 N -0.31654 -0.58790 -1.92650  0.0544
14 N 2.87061 2.53954 -0.40497  0.1114
15 N -0.75276 4.52735 1.61162  -0.1262
16 C -1.72447 -1.31496 -4.22360  -0.0179
17 C 2.28073 -2.18195 1.84954  -0.0574
18 C 2.57147 -3.91092 4.00753  -0.0444
19 C -5.96573 2.25901 2.44090  -0.1380
20 C 3.51828 -2.38133 2.43430  -0.0239
21 C -5.05007 2.23418 1.39659  -0.7246
22 C 0.04457 4.14807 -1.91833  -0.0454
23 C 3.68621 -3.23987 3.52062  -0.2786
24 C 4.56211 -0.71933 -1.32091  -0.4713
25 C -2.51157 -4.11935 -1.94240  -0.0789
26 C -0.99375 -0.16319 -4.19222  -0.0554
27 C -6.45494 1.07173 2.95288  -0.0814
28 C -5.11770 -0.16123 1.38610  -0.1422
29 C -4.62507 1.03102 0.85359  -0.7288
30 C 3.31636 1.28159 -0.69519  -0.6982
31 C 1.04224 -0.38352 4.74453  -0.0353
32 C 0.65021 6.02684 -0.47177  -0.0578
33 C 2.56453 -2.07898 -1.48698  -0.0203
34 C -6.02782 -0.14068 2.42649  -0.0759
35 C -1.01760 -2.58974 -0.77475  -0.2728
36 C 1.17327 -2.83945 2.38003  -0.2658
37 C 5.04823 -3.45206 4.11791  -0.0518
38 C 1.31622 -3.70955 3.44485  -0.0599
39 C -0.91210 3.67130 2.77460  -0.0299
40 C 3.36949 -3.14998 -1.82332  -0.0672
41 C -1.46700 5.78970 1.65700  -0.0841
42 C -0.30724 0.15358 -3.00084  -0.1628
43 C 1.46571 0.56577 3.73368  -0.2611
44 C -0.32501 3.95106 0.45657  -0.5086
45 C 3.17073 -0.84823 -1.23140  -0.3232
46 C -2.51404 -3.35162 -3.07034  -0.0605
47 C 5.36967 -1.79805 -1.65579  -0.1009
48 C 4.75776 -3.01153 -1.90724  -0.0970
49 C -1.01478 -1.75483 -1.95167  -0.2171
50 C -1.75925 -2.15682 -3.08550  -0.1685
51 C -1.76874 -3.74963 -0.80742  -0.0186
52 H 4.38261 -1.87337 2.01750  0.1206
53 H -0.12567 2.92401 2.79621  0.0549
54 H -6.28627 3.20767 2.84822  0.0979
55 H 5.00258 -4.12488 4.97380  0.0727
56 H -0.93780 0.50196 -5.04298  0.1002
57 H 1.14915 0.05765 5.73341  0.0895
58 H -2.41003 5.64241 2.18705  0.0583
59 H 0.28014 1.06837 -2.94354  0.1023
60 H -0.62550 3.29426 -1.97116  0.0770
61 H -0.82709 4.28364 3.67351  0.0956
62 H 1.90687 2.53630 -0.10137  0.0514
63 H 0.10199 6.85963 -0.92020  0.0910
64 H 5.36515 -3.86835 -2.16912  0.0993
65 H 0.01049 -0.66597 4.53801  0.0769
66 H -4.77035 -1.10286 0.98183  0.0984
67 H 1.48977 -2.16238 -1.38812  0.0825
68 H 3.48294 3.13906 0.12429  0.0951
69 H 5.49185 -2.51200 4.45028  0.0803
70 H -0.89697 6.56328 2.17904  0.0903
71 H 0.44516 -4.22592 3.82721  0.1145
72 H 1.66631 -1.27638 4.66404  0.0744
73 H -1.69380 6.13374 0.65109  0.0841
74 H 5.72820 -3.88992 3.38466  0.0828
75 H -3.08111 -5.03992 -1.90315  0.1032
76 H -7.16603 1.09473 3.76796  0.1063
77 H 2.68230 -4.60170 4.83543  0.1108
78 H 0.82915 6.25322 0.57597  0.0832
79 H -1.78656 -4.38475 0.06478  0.0941
80 H 1.62162 5.94945 -0.97011  0.0916
81 H 2.91430 -4.11252 -2.01891  0.1059
82 H -2.28182 -1.60522 -5.10654  0.1150
83 H -1.89027 3.17889 2.77675  0.0895
84 H 2.14982 -1.57874 0.96343  0.0704
85 H 1.06545 3.80868 -2.12267  0.0823
86 H -6.39642 -1.07443 2.82914  0.1089
87 H -0.24618 4.87373 -2.67943  0.0930
88 H 6.44556 -1.70075 -1.72267  0.1044
89 H -3.07659 -3.63214 -3.95213  0.1047


Molecular formula: C36H38O2P2Zr
Method: DFT, ωB97M-V/def2-TZVPD

E_HOMO (eV): -13.46
Net charge: +2
Kohn-Sham gap (eV): 5.6
LUMO energy (hartree): -0.288

Last column: Löwdin charge in e.
Cartesian coordinates (Å):
1 Zr 1.22823 0.44658 2.79373  1.5206
2 P -1.06912 0.51043 1.74053  0.9370
3 P 2.01317 0.31789 0.28432  0.9440
4 O 1.69795 2.30998 2.79202  -0.3591
5 O 2.19769 4.52098 2.54699  0.1209
6 C -2.66187 -1.78437 -2.49188  -0.1140
7 C -3.31586 -3.51976 2.31570  -0.0328
8 C 2.96704 2.13901 -1.61903  -0.0735
9 C -0.42673 0.06168 -4.43112  -0.1752
10 C 3.70343 3.24772 -2.03666  -0.0376
11 C 0.45577 0.47378 -0.61262  -0.2539
12 C 4.02782 -1.39029 -0.76919  -0.0703
13 C -1.96214 -0.12531 -4.22913  -0.1795
14 C 2.14537 3.52466 3.23969  -0.3362
15 C -2.66363 4.21092 2.44881  -0.0520
16 C 3.15257 1.60817 -0.33768  -0.3757
17 C 4.65818 3.80431 -1.17748  -0.0316
18 C 4.69926 -2.61016 -0.83511  -0.0405
19 C 4.13639 2.14566 0.50700  -0.1086
20 C -2.06465 -1.01888 2.02546  -0.3658
21 C -2.27946 1.84878 2.06282  -0.3491
22 C 0.47026 -0.87660 -3.66786  -0.1512
23 C -3.61793 1.58371 2.40202  -0.0632
24 C -2.09389 -1.64841 3.27908  -0.0943
25 C -4.00105 3.95468 2.79508  -0.0360
26 C -1.80666 3.17111 2.08091  -0.0920
27 C -2.70911 -2.89712 3.41857  -0.0483
28 C -0.74636 0.67380 -0.01830  -0.2676
29 C 2.75033 -1.31153 -0.19182  -0.3609
30 C -2.68012 -1.63198 0.92860  -0.0808
31 C -3.29999 -2.87694 1.06855  -0.0387
32 C 4.89590 3.23397 0.08273  -0.0461
33 C 0.12194 0.74648 4.65944  -0.2772
34 C -2.44843 -0.51770 -2.86834  -0.1139
35 C 2.11232 -2.48595 0.23961  -0.1250
36 C 4.09104 -3.76070 -0.32265  -0.0417
37 C 0.21526 -2.17612 -3.46973  -0.0919
38 C -2.25206 -2.99983 -3.27041  -0.1711
39 C -4.47210 2.63261 2.76770  -0.0450
40 C -0.94665 -2.89367 -4.10436  -0.1813
41 C 2.79514 -3.69933 0.19932  -0.0638
42 H 2.23786 1.68369 -2.28311  0.0933
43 H 0.54328 0.39161 -1.70127  0.0440
44 H -5.51235 2.42039 3.02688  0.1210
45 H 5.68026 3.63832 0.72689  0.1228
46 H 0.49304 1.67066 5.13748  0.0236
47 H -2.62612 -1.14527 -0.04376  0.0690
48 H -3.79250 -4.49808 2.43078  0.1246
49 H -1.60658 -1.16360 4.12847  0.0784
50 H -4.66866 4.78071 3.06653  0.1243
51 H -2.42537 0.83457 -4.50080  0.1193
52 H -0.75677 3.37137 1.83102  0.1004
53 H 0.91625 -2.78784 -2.88386  0.1042
54 H -3.26657 -2.02023 -1.60862  0.0745
55 H 4.63246 -4.70221 -0.33342  0.1203
56 H -3.99303 0.55782 2.40043  0.1075
57 H 0.48255 -0.12500 5.24871  0.0293
58 H 2.41395 3.45403 4.31742  0.1576
59 H -3.04810 -3.30334 -3.97618  0.1306
60 H 3.52877 3.65694 -3.03446  0.1237
61 H 5.23340 4.66903 -1.50286  0.1220
62 H -2.73973 0.30479 -2.21078  0.0902
63 H 1.42003 -0.45312 -3.31576  0.0850
64 H -1.19540 -2.43435 -5.07208  0.1066
65 H -0.15838 1.09106 -4.14660  0.1017
66 H -2.13838 -3.82459 -2.55048  0.1088
67 H 5.69541 -2.65034 -1.27654  0.1236
68 H -2.30826 -0.84766 -4.97973  0.1079
69 H -0.25032 -0.01878 -5.52063  0.1288
70 H -1.62147 1.00018 -0.58398  0.0798
71 H -3.76356 -3.35774 0.20349  0.1164
72 H -2.71287 -3.38607 4.39466  0.1204
73 H 4.28279 1.69292 1.48950  0.1009
74 H -2.27187 5.22944 2.45677  0.1189
75 H -0.63541 -3.92715 -4.32164  0.1195
76 H 1.09034 -2.43842 0.62551  0.0955
77 H -0.96912 0.77021 4.71103  0.0033
78 H 4.48223 -0.47726 -1.15028  0.1081
79 H 2.31094 -4.59895 0.57595  0.1173


Molecular formula: C36H39BFeO2
Method: DFT, ωB97M-V/def2-TZVPD

Expectation value of S²: 6.091
E_HOMO (spin up / spin down) (eV): -5.41 / -8.64
Spin multiplicity: 5
Kohn-Sham gap (spin up / spin down) (eV): 6.0 / 6.1
LUMO energy (spin up / spin down) (hartree): 0.023 / -0.092

Last column: Löwdin charge in e.
Cartesian coordinates (Å):
1 Fe -5.00884 -0.99591 -2.12596  0.3351
2 O 1.95294 -0.69071 1.20982  0.1068
3 O 1.02247 0.33454 3.18603  0.0993
4 C -1.28876 0.41505 2.67317  0.0023
5 C -0.18527 -1.75276 3.20387  -0.0101
6 C -2.08302 2.49484 -2.91018  -0.0426
7 C -5.36788 -2.93346 -2.09939  -0.1490
8 C 5.67315 -0.61751 3.04794  -0.0233
9 C -1.53107 1.18072 -2.84242  -0.2190
10 C 0.55832 -0.53096 1.02509  -0.4514
11 C -3.39181 0.14875 -1.54989  -0.2434
12 C 3.91962 1.46774 1.03653  -0.0435
13 C -0.54471 0.84886 -3.81384  -0.0348
14 C 3.77064 3.63985 2.78212  -0.0807
15 C -4.31476 -2.57742 -3.04451  -0.1478
16 C -4.87481 -1.61987 -3.99232  -0.1295
17 C -5.70149 0.67602 -1.36644  -0.1368
18 C 4.62697 -2.48800 1.92197  -0.0222
19 C 3.19885 -1.03987 3.35537  0.0628
20 C -6.26609 -1.40035 -3.63460  -0.1500
21 C -4.52184 0.87920 -2.17590  -0.1186
22 C -0.00672 -0.38407 2.53695  -0.4683
23 C -0.61040 3.10138 -4.73450  -0.0911
24 C 4.51127 -1.37237 2.77360  -0.2314
25 C -5.37702 -0.28332 -0.32829  -0.1159
26 C 0.34928 0.76139 0.23613  0.0105
27 C 4.61773 3.70445 1.66729  -0.0980
28 C 2.99789 2.48545 3.01051  -0.0366
29 C 3.08249 1.39757 2.14606  -0.0905
30 C 6.97059 -2.00438 1.54189  -0.0798
31 C -0.09822 1.79512 -4.73109  -0.0929
32 C 5.84059 -2.79818 1.31408  -0.0772
33 C -6.56849 -2.20786 -2.47262  -0.1298
34 C -1.63714 3.42663 -3.83979  -0.0847
35 C 0.04554 -1.74301 0.27491  -0.0037
36 C 6.87953 -0.91714 2.41826  -0.0756
37 C 4.70019 2.61011 0.79442  -0.0752
38 C -3.99017 -0.67155 -0.48317  -0.1210
39 C -2.00020 0.22736 -1.87090  -0.0039
40 B 2.19283 0.04071 2.40589  -0.8047
41 H -1.57825 0.44386 3.72965  0.0948
42 H -0.33431 -1.61737 4.28283  0.0997
43 H -6.98659 -0.82510 -4.20964  0.1136
44 H 4.02638 0.60165 0.38263  0.1217
45 H 3.30382 -0.43727 4.26527  0.1276
46 H -1.03604 -1.67891 0.11525  0.0691
47 H 5.89811 -3.65953 0.64902  0.1030
48 H -1.06612 -2.27325 2.80640  0.0921
49 H -6.64566 1.19465 -1.50565  0.1177
50 H -3.32143 -3.01218 -3.08755  0.1118
51 H -2.10542 -0.04094 2.10054  0.0844
52 H 7.91362 -2.23390 1.05023  0.1017
53 H -0.22835 3.84930 -5.43187  0.1003
54 H 5.60260 0.23160 3.73371  0.1248
55 H 3.70534 4.48070 3.47893  0.0995
56 H -0.69497 0.88702 -0.06941  0.0702
57 H 3.73003 -3.08520 1.73732  0.1224
58 H 2.61055 -1.93402 3.57255  0.1071
59 H -4.41889 1.53141 -3.03824  0.1187
60 H 7.75353 -0.29431 2.61255  0.1051
61 H -4.37424 -1.22494 -4.87170  0.1177
62 H -7.55209 -2.33473 -2.02804  0.1174
63 H -3.41490 -1.35165 0.14355  0.1131
64 H 0.66320 1.63342 0.82714  0.1028
65 H 0.96749 0.72496 -0.66906  0.1079
66 H -1.38249 -0.63769 -1.61866  0.0942
67 H 0.69081 -2.39961 3.06594  0.0777
68 H 5.20388 4.60739 1.47117  0.0980
69 H 0.54098 -1.80268 -0.69949  0.0980
70 H -2.09114 4.41805 -3.86681  0.1038
71 H -0.20911 -0.18954 -3.88415  0.1119
72 H -6.04522 -0.61068 0.46045  0.1202
73 H 2.37145 2.42592 3.90091  0.1160
74 H 0.66615 1.52498 -5.46217  0.1015
75 H 5.36635 2.63262 -0.07176  0.1007
76 H -5.29758 -3.68480 -1.31928  0.1142
77 H -1.12833 1.44117 2.33142  0.0919
78 H 0.26610 -2.66359 0.82294  0.0860
79 H -2.91138 2.75616 -2.25300  0.1074


So what do the calculations give for energy above the lowest of the compared OMol25 structures with the same formula, charge and spin? Going down the list: 12.0; 0.0; 0.0 kcal/mol.